# 1
17
Properties=species:S:1:pos:R:3 method="wB97M-V/def2-TZVPD" max_force_ev_per_a=5.53 e_homo_ev="0.3192 / -2.1931" total_charge=-1 relative_energy_kj_mol=207.9 multiplicity=2
C -0.176 1.866 -1.785
C -0.316 0.567 -0.839
C 0.504 0.476 0.232
C 0.456 -0.690 1.253
C 1.479 -1.165 2.025
O 1.757 -2.452 2.432
C -1.537 -0.301 -0.844
H -1.134 2.451 -1.774
H 0.009 1.686 -2.882
H 0.599 2.530 -1.453
H 1.552 0.994 0.185
H -0.487 -1.252 1.298
H 1.911 -0.425 2.768
H 0.967 -2.829 1.956
H -2.303 0.283 -1.478
H -1.212 -1.343 -1.274
H -2.069 -0.397 0.180



# 2
17
Properties=species:S:1:pos:R:3 method="wB97M-V/def2-TZVPD" smiles="C=CO[C@H](C)C=C" max_force_ev_per_a=0.67 e_homo_ev=-8.8379 total_charge=0 relative_energy_kj_mol=211.4
C 1.203 0.548 1.650
C 0.263 -0.374 1.808
O 0.066 -1.325 0.834
C -0.752 -0.777 -0.241
C -0.267 -1.346 -1.559
C -0.738 0.737 -0.196
C 0.167 1.533 -0.753
H 1.916 0.448 0.839
H 1.209 1.472 2.215
H -0.549 -0.288 2.534
H -1.781 -1.116 -0.054
H 0.785 -1.095 -1.725
H -0.368 -2.434 -1.581
H -0.862 -0.919 -2.372
H -1.458 1.179 0.492
H 0.169 2.599 -0.540
H 0.994 1.157 -1.351



# 3
17
Properties=species:S:1:pos:R:3 method="wB97M-V/def2-TZVPD" smiles="C[C@H]1CC=C[C@H]1O" max_force_ev_per_a=0.48 e_homo_ev=-9.5600 total_charge=0 relative_energy_kj_mol=64.2
C 2.042 -0.382 0.164
C 0.561 -0.049 0.448
C 0.209 1.206 -0.366
C -1.288 1.245 -0.357
C -1.800 0.077 0.018
C -0.746 -0.956 0.376
O -0.806 -2.050 -0.535
H 2.287 -0.357 -0.904
H 2.621 0.440 0.615
H 2.437 -1.307 0.590
H 0.535 0.229 1.510
H 0.554 1.079 -1.402
H 0.698 2.105 0.025
H -1.859 2.112 -0.672
H -2.863 -0.165 -0.011
H -0.921 -1.361 1.384
H -1.707 -2.071 -0.890



# 4
17
Properties=species:S:1:pos:R:3 method="wB97M-V/def2-TZVPD" smiles="C[C@H]1CC=C[C@H]1O" max_force_ev_per_a=2.88 e_homo_ev=-8.8936 total_charge=0 relative_energy_kj_mol=217.1
C 1.762 -0.656 0.031
C 0.567 0.134 0.549
C 0.242 1.345 -0.395
C -1.274 1.303 -0.532
C -1.762 0.331 0.249
C -0.744 -0.670 0.668
O -0.813 -1.838 -0.151
H 1.617 -0.955 -1.015
H 2.660 -0.030 0.060
H 1.949 -1.563 0.611
H 0.783 0.481 1.568
H 0.707 1.250 -1.378
H 0.673 2.271 0.033
H -2.019 0.973 -1.313
H -2.828 0.277 0.413
H -0.953 -1.034 1.665
H -0.569 -1.619 -1.062



# 5
17
Properties=species:S:1:pos:R:3 method="wB97M-V/def2-TZVPD" smiles="C=CCCCC=O" max_force_ev_per_a=5.01 e_homo_ev=-9.7904 total_charge=0 relative_energy_kj_mol=238.0
C 0.798 -2.641 0.318
C 0.196 -1.593 0.897
C 0.785 -0.087 1.006
C -0.395 0.921 0.647
C -0.805 0.980 -0.790
C -0.485 2.125 -1.586
O -1.152 2.265 -2.617
H 1.815 -2.485 -0.214
H 0.491 -3.677 0.224
H -0.828 -1.710 1.263
H 1.583 -0.144 0.345
H 1.277 0.281 1.919
H -1.370 0.666 1.247
H 0.023 1.787 1.037
H -1.848 0.571 -1.037
H -0.489 0.108 -1.254
H 0.404 2.633 -1.403



# 6
17
Properties=species:S:1:pos:R:3 method="wB97M-V/def2-TZVPD" smiles=O[C@H]1[C@@H]2CC[C@H]1C2 max_force_ev_per_a=3.93 e_homo_ev=-10.1333 total_charge=0 relative_energy_kj_mol=159.7
O -2.419 0.113 -0.371
C -1.016 -0.033 -0.677
C -0.205 1.127 0.022
C 1.242 0.793 -0.490
C 1.230 -0.815 -0.361
C -0.130 -0.943 0.250
C -0.204 0.165 1.336
H -2.725 -0.857 -0.116
H -0.792 -0.167 -1.744
H -0.484 2.219 0.096
H 2.017 1.217 0.182
H 1.344 1.210 -1.533
H 2.195 -1.139 0.186
H 1.211 -1.434 -1.334
H -0.627 -1.961 0.556
H 0.545 0.328 2.138
H -1.183 0.178 1.861



# 7
17
Properties=species:S:1:pos:R:3 method="wB97M-V/def2-TZVPD" smiles=C1[C@H]2[C@@H]1[C@H]1OC[C@@H]21.[H][H] max_force_ev_per_a=0.33 e_homo_ev=-9.4780 total_charge=0 relative_energy_kj_mol=341.2
C -0.070 1.204 -0.503
C -0.758 -0.122 -0.466
C 0.752 -0.031 -0.692
C 0.976 -0.753 0.645
O 1.150 0.071 1.812
C -0.254 -0.030 2.134
C -0.533 -0.857 0.870
H -0.244 1.776 -1.411
H 0.051 1.813 0.388
H -1.531 -0.385 -1.183
H 1.329 -0.201 -1.595
H 1.644 -1.618 0.621
H -0.734 0.953 2.204
H -0.404 -0.575 3.074
H -1.039 -1.817 0.979
H -0.224 0.717 -3.568
H 0.044 0.033 -3.456



# 8
17
Properties=species:S:1:pos:R:3 method="wB97M-V/def2-TZVPD" smiles="C=C/C=C/C=C.O" max_force_ev_per_a=4.14 e_homo_ev=-8.3442 total_charge=0 relative_energy_kj_mol=305.4
C 3.237 -1.156 -1.643
C 2.813 0.135 -1.912
C 1.538 0.653 -1.401
C 1.076 0.508 -0.148
C -0.211 1.171 0.181
C -1.001 1.207 1.298
H 4.249 -1.457 -1.495
H 2.490 -1.699 -0.998
H 3.410 0.736 -2.624
H 0.970 1.315 -2.031
H 1.317 -0.399 0.543
H -0.574 1.920 -0.531
H -0.505 0.968 2.276
H -1.961 1.630 1.162
O -5.346 -1.901 2.633
H -5.520 -0.864 2.581
H -5.807 -2.045 1.805



# 9
17
Properties=species:S:1:pos:R:3 method="wB97M-V/def2-TZVPD" smiles="O[C@@H]1C=CCCC1" max_force_ev_per_a=1.53 e_homo_ev=-9.2356 total_charge=0 relative_energy_kj_mol=111.0
O -1.425 1.605 1.331
C -0.708 0.643 0.605
C -0.338 -0.540 1.432
C -0.050 -1.593 0.659
C 0.045 -1.236 -0.917
C 1.058 -0.059 -1.008
C 0.469 1.148 -0.241
H -1.453 2.427 0.817
H -1.344 0.179 -0.155
H -0.306 -0.449 2.523
H 0.291 -2.531 1.143
H -0.821 -0.903 -1.559
H 0.391 -2.119 -1.440
H 1.965 -0.419 -0.520
H 1.332 0.248 -2.032
H 1.224 1.677 0.352
H 0.035 1.882 -0.935



# 10
17
Properties=species:S:1:pos:R:3 method="wB97M-V/def2-TZVPD" smiles=C[C@H]1C[C@@]2(O)C[C@@H]12 max_force_ev_per_a=3.08 e_homo_ev=-9.2682 total_charge=0 relative_energy_kj_mol=254.9
C 2.039 0.588 -0.084
C 0.842 -0.364 -0.191
C -0.004 -0.727 1.024
C -1.228 -0.378 0.183
O -2.370 -1.152 0.144
C -1.197 1.056 -0.259
C -0.378 0.038 -0.996
H 2.684 0.542 0.810
H 2.046 1.591 -0.532
H 2.377 -0.125 -0.835
H 1.196 -1.373 -0.681
H 0.174 -0.163 1.949
H 0.110 -1.795 1.202
H -2.987 -0.785 0.788
H -2.085 1.372 -0.803
H -0.718 1.832 0.339
H -0.501 -0.157 -2.058



# 11
17
Properties=species:S:1:pos:R:3 method="wB97M-V/def2-TZVPD" max_force_ev_per_a=0.47 e_homo_ev=-8.5144 total_charge=0 relative_energy_kj_mol=295.7
C -2.144 0.075 0.822
C -0.987 -0.272 -0.114
C -0.016 0.874 -0.466
C 1.279 0.127 -0.806
O 2.466 0.888 -0.760
C 1.195 -1.068 0.157
C -0.214 -1.472 0.359
H -2.731 0.921 0.451
H -1.751 0.347 1.809
H -2.801 -0.789 0.954
H -1.412 -0.677 -1.056
H 0.156 1.513 0.412
H -0.365 1.518 -1.280
H 2.850 0.818 0.120
H 1.929 -1.869 0.034
H 1.326 -0.682 1.198
H 1.222 -0.251 -1.834



# 12
17
Properties=species:S:1:pos:R:3 method="wB97M-V/def2-TZVPD" smiles="C=C[C@@H]1C[C@@H]1CO" max_force_ev_per_a=0.88 e_homo_ev=-9.0542 total_charge=0 relative_energy_kj_mol=171.5
C 0.624 1.747 -1.049
C -0.378 0.867 -1.117
C -1.113 0.312 0.060
C -0.506 0.379 1.434
C -0.614 -0.946 0.738
C 0.594 -1.658 0.132
O 1.220 -0.980 -0.933
H 0.938 2.169 -0.097
H 1.196 2.024 -1.930
H -0.662 0.444 -2.080
H -2.192 0.409 -0.029
H 0.484 0.815 1.538
H -1.165 0.585 2.272
H -1.368 -1.620 1.150
H 0.234 -2.598 -0.299
H 1.331 -1.905 0.909
H 1.377 -0.044 -0.698



# 13
17
Properties=species:S:1:pos:R:3 method="wB97M-V/def2-TZVPD" max_force_ev_per_a=0.40 e_homo_ev=-8.5685 total_charge=0 relative_energy_kj_mol=322.9
C -2.198 0.173 -0.005
C -1.051 -0.266 0.689
C -0.169 -1.349 0.132
C 1.317 -1.065 0.035
C 1.880 0.116 -0.204
C 1.146 1.423 -0.350
O -0.138 1.359 0.213
H -3.011 0.625 0.560
H -2.486 -0.374 -0.901
H -1.231 1.167 -0.320
H -0.943 -0.071 1.753
H -0.537 -1.627 -0.865
H -0.322 -2.234 0.764
H 1.959 -1.942 0.103
H 2.962 0.166 -0.321
H 1.733 2.220 0.134
H 1.088 1.682 -1.419



# 14
17
Properties=species:S:1:pos:R:3 method="wB97M-V/def2-TZVPD" smiles="C=C(O)[C@H]1C[C@@H]1C" max_force_ev_per_a=0.39 e_homo_ev=-8.4077 total_charge=0 relative_energy_kj_mol=146.0
C -2.304 1.037 -0.198
C -1.570 -0.069 -0.352
O -2.020 -1.349 -0.243
C -0.099 0.130 -0.367
C 0.411 -0.135 1.032
C 1.098 -0.758 -0.130
C 2.423 -0.073 -0.422
H -3.381 1.057 -0.087
H -1.772 1.977 -0.092
H -2.872 -1.313 0.214
H 0.155 1.053 -0.880
H 0.864 0.675 1.592
H -0.265 -0.773 1.597
H 1.050 -1.837 -0.262
H 3.170 -0.386 0.316
H 2.293 1.010 -0.291
H 2.817 -0.246 -1.428



# 15
17
Properties=species:S:1:pos:R:3 method="wB97M-V/def2-TZVPD" max_force_ev_per_a=0.40 e_homo_ev=-7.2583 total_charge=0 relative_energy_kj_mol=438.4
C -2.498 0.582 0.241
C -1.312 0.064 1.013
C 0.372 -1.291 -0.525
C 1.851 -1.253 -0.291
C 2.255 -0.009 -0.068
C 1.090 0.932 -0.131
O -0.054 0.076 -0.310
H -3.276 0.705 1.010
H -2.891 -0.148 -0.478
H -2.400 1.553 -0.272
H -0.873 0.944 1.529
H 0.110 -1.582 -1.551
H -0.194 -1.888 0.196
H 2.470 -2.143 -0.305
H 3.267 0.322 0.133
H 0.942 1.511 0.787
H 1.141 1.625 -0.980



# 16
17
Properties=species:S:1:pos:R:3 method="wB97M-V/def2-TZVPD" smiles=C[C@H]1OC[C@H]2C[C@H]21 max_force_ev_per_a=0.25 e_homo_ev=-9.7792 total_charge=0 relative_energy_kj_mol=63.5
C 0.124 0.840 -2.047
C -0.262 -0.037 -0.876
O 0.795 -0.934 -0.561
C 0.347 -1.590 0.612
C -0.262 -0.489 1.467
C 0.455 0.828 1.483
C -0.630 0.581 0.471
H 0.418 0.202 -2.887
H 0.948 1.516 -1.802
H -0.740 1.428 -2.373
H -1.137 -0.644 -1.178
H -0.454 -2.296 0.335
H 1.177 -2.152 1.050
H -0.915 -0.770 2.287
H 1.496 0.876 1.178
H 0.197 1.498 2.302
H -1.557 1.141 0.537



# 17
17
Properties=species:S:1:pos:R:3 method="wB97M-V/def2-TZVPD" max_force_ev_per_a=0.55 e_homo_ev=-8.2159 total_charge=0 relative_energy_kj_mol=355.4
C 0.413 -1.472 1.177
C 1.086 -1.332 -0.191
C 0.393 -0.323 -1.157
C 0.812 0.983 -0.600
C -0.215 1.741 0.186
C -1.655 1.692 -0.274
O -2.309 0.676 -0.324
H -0.669 -1.604 1.062
H 0.573 -0.603 1.827
H 0.802 -2.339 1.721
H 1.085 -2.305 -0.693
H 0.887 -0.460 -2.127
H -0.677 -0.561 -1.252
H 2.130 -1.012 -0.100
H 0.123 2.765 0.383
H -0.182 1.207 1.154
H -2.088 2.660 -0.606



# 18
17
Properties=species:S:1:pos:R:3 method="wB97M-V/def2-TZVPD" smiles="C=C(C)CCC=O" max_force_ev_per_a=3.32 e_homo_ev=-8.1148 total_charge=0 relative_energy_kj_mol=279.3
C -0.316 0.946 1.274
C -0.920 0.349 0.231
C -2.382 0.123 0.052
C 0.027 -0.128 -0.807
C 1.241 -0.960 -0.314
C 2.570 -0.262 -0.373
O 2.700 0.922 -0.564
H 0.702 1.337 1.236
H -0.844 1.037 2.201
H -2.980 1.022 0.217
H -2.623 -0.623 0.805
H -2.618 -0.297 -0.933
H -0.211 1.003 -0.897
H -0.269 -0.385 -1.813
H 1.360 -1.924 -0.855
H 1.104 -1.247 0.749
H 3.460 -0.911 -0.208



# 19
17
Properties=species:S:1:pos:R:3 method="wB97M-V/def2-TZVPD" smiles="C[C@H]1CC=CCO1" max_force_ev_per_a=1.40 e_homo_ev=-9.2090 total_charge=0 relative_energy_kj_mol=148.9
C -2.179 0.222 0.329
C -0.681 0.044 0.278
C -0.027 -1.121 -0.468
C 1.272 -1.046 0.290
C 1.985 0.070 0.098
C 1.258 1.139 -0.681
O -0.077 1.256 -0.144
H -2.619 -0.722 0.665
H -2.642 0.535 -0.609
H -2.381 0.979 1.093
H -0.398 -0.233 1.348
H 0.112 -0.949 -1.543
H -0.576 -2.055 -0.334
H 1.199 -1.530 1.273
H 2.839 0.338 0.712
H 1.715 2.124 -0.546
H 1.202 0.949 -1.762



# 20
17
Properties=species:S:1:pos:R:3 method="wB97M-V/def2-TZVPD" smiles="C=C(O)/C=C/CC" max_force_ev_per_a=1.74 e_homo_ev=-8.6225 total_charge=0 relative_energy_kj_mol=140.5
C -1.404 -2.121 0.916
C -0.361 -1.958 0.106
O 0.403 -3.053 -0.250
C 0.214 -0.737 -0.481
C 0.437 0.303 0.328
C 0.967 1.660 -0.080
C -0.041 2.574 -0.724
H -1.756 -3.140 1.062
H -1.803 -1.357 1.567
H 0.258 -3.863 0.268
H 0.276 -0.689 -1.560
H 0.468 0.133 1.396
H 1.418 2.102 0.826
H 1.891 1.555 -0.650
H -0.615 2.020 -1.473
H -0.727 3.104 -0.058
H 0.375 3.467 -1.195